[1]
Below is a structure of composition C53H55BrClDyN5O7P2 in a non-equilibrium geometry, with properties calculated with ωB97M-V/def2-TZVPD.

As for the orbital gap: 7.09 eV. The LUMO energy is 1.74 eV. Its multiplicity is 6. As for the net charge: -1.

Structure (XYZ):
```
125
Properties=species:S:1:pos:R:3:lowdin_spin:R:1
Dy -0.7962 -1.3567 -1.4472 5.066
C 2.0406 -2.0216 0.5658 0.000
P 0.3034 -2.0115 1.2315 -0.008
C 0.4041 -0.9623 2.7466 -0.001
C -0.6328 -0.0599 2.9554 0.000
C -0.6687 0.7101 4.1042 0.000
C 0.3287 0.5849 5.0564 0.000
C 1.3611 -0.3171 4.8588 0.000
C 1.3956 -1.0893 3.7126 0.000
C 0.3403 -3.6134 2.1332 -0.001
C -0.7478 -3.9130 2.9493 0.000
C -0.7630 -5.0563 3.7227 0.000
C 0.3252 -5.9133 3.7179 0.000
C 1.3973 -5.6412 2.8874 0.000
C 1.4031 -4.5091 2.0902 0.000
C 1.9088 -3.0407 -0.5372 -0.001
C 2.7736 -3.9494 -1.1165 0.000
C 1.9991 -4.7303 -2.0055 0.000
C 0.7053 -4.2540 -1.9319 0.000
C -0.5473 -4.6900 -2.6362 0.000
P -1.9903 -3.9912 -1.6987 -0.007
C -3.3545 -4.3962 -2.8571 -0.001
C -3.5439 -5.6793 -3.3579 0.000
C -4.5123 -5.9172 -4.3160 0.000
C -5.2988 -4.8754 -4.7800 0.000
C -5.1356 -3.6008 -4.2632 0.000
C -4.1730 -3.3630 -3.2980 0.000
C -2.2676 -5.3220 -0.4609 0.000
C -1.2124 -6.0215 0.1115 0.000
C -1.4374 -6.9214 1.1363 0.000
C -2.7164 -7.1237 1.6245 0.000
C -3.7781 -6.4344 1.0612 0.000
C -3.5540 -5.5323 0.0369 0.000
N 0.6396 -3.2241 -1.0333 -0.008
H 2.7966 -2.2873 1.3134 0.000
H 2.2873 -1.0231 0.1909 0.000
H -1.4127 0.0348 2.2101 0.000
H -1.4811 1.4082 4.2485 0.000
H 0.2944 1.1818 5.9562 0.000
H 2.1343 -0.4198 5.6060 0.000
H 2.1937 -1.8032 3.5652 0.000
H -1.5874 -3.2372 2.9671 0.000
H -1.6208 -5.2794 4.3388 0.000
H 0.3280 -6.7938 4.3461 0.000
H 2.2452 -6.3150 2.8636 0.000
H 2.2416 -4.3556 1.4281 0.000
H 3.8285 -4.0649 -0.9354 0.000
H 2.3560 -5.5347 -2.6221 0.000
H -0.6115 -5.7819 -2.7078 0.000
H -0.5958 -4.2661 -3.6493 0.000
H -2.9230 -6.4888 -2.9983 0.000
H -4.6413 -6.9127 -4.7192 0.000
H -6.0368 -5.0641 -5.5475 0.000
H -5.7482 -2.7895 -4.6295 0.000
H -4.0255 -2.3667 -2.9005 0.000
H -0.2071 -5.8571 -0.2416 0.000
H -0.6070 -7.4616 1.5644 0.000
H -2.8849 -7.8168 2.4376 0.000
H -4.7830 -6.6042 1.4245 0.000
H -4.3857 -4.9883 -0.3971 0.000
O -0.1055 1.8789 -7.9876 0.000
C 0.1706 2.5349 -6.9832 0.000
O 0.7004 3.6405 -6.8467 0.000
C -0.2280 1.8413 -5.6222 0.000
C -0.5173 2.5829 -4.4803 0.000
C -0.8307 1.9308 -3.3039 0.000
N -0.8535 0.6026 -3.1798 -0.007
C -0.6235 -0.1071 -4.2988 -0.001
C -0.3159 0.4586 -5.5221 0.000
C -0.7378 -1.5989 -4.1160 -0.003
O 0.0380 -2.3530 -4.7091 0.003
O -1.6318 -1.9486 -3.2786 -0.006
H -0.4830 3.6617 -4.5320 0.000
H -1.0818 2.4911 -2.4066 0.000
H -0.1583 -0.1679 -6.3893 0.000
O -2.5179 -2.6079 0.8927 0.000
H -3.0488 -3.4004 1.0314 0.000
H -3.1209 -1.8478 0.8893 0.000
O 1.7157 -1.2521 -2.7948 -0.007
H 1.5439 -1.5332 -3.7121 0.000
H 2.2282 -1.9857 -2.4130 0.000
Br -2.9785 0.0259 -0.6227 -0.006
C 1.7247 5.2197 3.5866 0.000
C 1.7039 4.4272 2.2713 0.000
C 1.8547 2.9406 2.6369 0.000
C 2.9386 4.8206 1.4567 0.000
C 0.3574 4.6680 1.4948 0.000
O -0.6408 3.7991 2.0149 0.000
C -0.2514 6.0997 1.5856 0.000
C 0.1948 7.2114 0.6206 0.000
C 1.4948 7.8948 0.9488 0.000
C 2.5598 7.8892 0.0526 0.000
C 3.7462 8.5427 0.3407 0.000
C 3.8789 9.2153 1.5430 0.000
Cl 5.3544 10.0433 1.9000 0.000
C 2.8323 9.2441 2.4497 0.000
C 1.6534 8.5868 2.1452 0.000
C 0.4331 4.3024 -0.0066 0.000
N 0.6857 2.9169 -0.2647 0.000
C -0.1152 1.8601 -0.1090 0.000
N 0.4984 0.7646 -0.5369 -0.010
C 1.7018 1.2323 -0.9593 0.000
N 1.8434 2.5206 -0.8016 0.000
H 2.5739 4.8991 4.1863 0.000
H 0.8255 5.0439 4.1757 0.000
H 1.8341 6.2851 3.4025 0.000
H 2.7908 2.7943 3.1721 0.000
H 1.8811 2.3070 1.7593 0.000
H 1.0471 2.5877 3.2705 0.000
H 3.8249 4.7106 2.0798 0.000
H 2.8882 5.8543 1.1323 0.000
H 3.0654 4.1736 0.5928 0.000
H -0.7197 3.9427 2.9634 0.000
H -0.1751 6.4727 2.6055 0.000
H -1.3151 5.9371 1.3919 0.000
H -0.5897 7.9757 0.6544 0.000
H 0.2292 6.8407 -0.4025 0.000
H 2.4690 7.3690 -0.8902 0.000
H 4.5627 8.5224 -0.3637 0.000
H 2.9395 9.7757 3.3819 0.000
H 0.8368 8.6260 2.8514 0.000
H 1.2311 4.8572 -0.4962 0.000
H -0.5326 4.5606 -0.4513 0.000
H -1.0956 1.9191 0.3235 0.000
H 2.4666 0.6232 -1.3980 0.000
```

=====

[2]
Below is a structure of composition C5H8O2Tb in a non-equilibrium geometry, with properties calculated with ωB97M-V/def2-TZVPD.

The calculation puts the energy above the lowest of the compared OMol25 structures with the same formula, charge and spin at 1.015 eV. As for the orbital gap (alpha / beta): 7.42 / 6.61 eV. The LUMO energy (alpha / beta) is -8.85 / -9.66 eV. Its multiplicity is 8. As for the net charge: +2.

Structure (XYZ):
```
16
Properties=species:S:1:pos:R:3:lowdin_spin:R:1
O -0.3064 0.1359 -0.1597 0.003
C 0.4245 -0.7831 -0.6768 0.054
Tb -0.2281 -3.0149 -2.0263 6.933
O 1.7022 -0.5640 -0.5733 0.007
C 2.2629 0.5378 0.0827 0.000
C 3.4863 0.4211 0.5753 0.000
H 4.0000 1.3141 0.9275 0.000
H 1.6422 1.4287 0.1370 0.000
H 4.0396 -0.5167 0.5251 0.000
H -1.3133 0.6036 -0.9174 0.000
C -2.1580 -0.3121 0.7541 0.001
H -2.1746 -1.3929 0.5854 0.001
H -1.9089 0.1571 1.7088 0.000
C -2.7901 0.5055 -0.2286 0.001
H -3.5348 0.0072 -0.8584 0.000
H -3.1434 1.4726 0.1445 0.000
```

=====

[3]
Below is a structure of composition C22H30CdIN3O5SSb2, with properties calculated with ωB97M-V/def2-TZVPD.

The calculation puts the energy above the lowest of the compared OMol25 structures with the same formula, charge and spin at 1.370 eV. As for the orbital gap: 6.24 eV. The LUMO energy is -0.82 eV. Its multiplicity is 1.

Structure (XYZ):
```
65
Properties=species:S:1:pos:R:3:lowdin_charge:R:1
Cd -0.2513 -0.4589 0.1220 1.115
C 1.2047 -4.9467 1.5135 -0.329
Sb 0.7861 -3.3660 0.1547 1.249
C 2.6732 -2.3545 0.4003 -0.331
C 1.2770 -4.3836 -1.6904 -0.320
C 2.5632 -3.8951 -2.2753 -0.313
C 3.7414 -4.5779 -1.9805 -0.059
C 4.9705 -4.1335 -2.4351 -0.076
C 5.0373 -2.9869 -3.2138 -0.072
C 3.8720 -2.3089 -3.5265 -0.060
C 2.6269 -2.7357 -3.0636 -0.293
C 1.4156 -1.9417 -3.4458 -0.309
Sb 0.9098 -0.1561 -2.3366 1.292
C -0.3834 0.6051 -3.8052 -0.256
C 2.7148 0.8971 -2.5644 -0.281
H 0.5944 -5.8127 1.2660 0.007
H 0.9873 -4.6480 2.5367 -0.004
H 2.2594 -5.2026 1.4214 0.011
H 3.4395 -3.0774 0.6785 0.018
H 2.6195 -1.5772 1.1616 -0.018
H 2.9770 -1.8941 -0.5392 -0.015
H 0.4324 -4.2645 -2.3651 0.046
H 1.3427 -5.4389 -1.4244 0.062
H 3.6882 -5.4820 -1.3849 0.114
H 5.8685 -4.6866 -2.1952 0.106
H 5.9870 -2.6326 -3.5906 0.107
H 3.9234 -1.4322 -4.1619 0.114
H 0.5027 -2.5349 -3.4935 0.056
H 1.5612 -1.5210 -4.4439 0.070
H 0.1318 0.5012 -4.7592 0.031
H -0.6032 1.6517 -3.6168 -0.009
H -1.3033 0.0239 -3.8190 0.024
H 2.8161 1.1579 -3.6167 0.036
H 3.5427 0.2636 -2.2539 0.004
H 2.6877 1.8060 -1.9756 -0.020
I 0.4487 -2.1344 6.2287 0.908
C 0.0554 -1.0925 4.5143 -0.781
C -0.8595 -0.0758 4.3247 -0.118
N -0.7665 0.3033 3.0482 -0.006
N 0.1676 -0.3984 2.3792 -0.079
C 0.6640 -1.2587 3.2691 -0.225
H -1.5561 0.3924 4.9983 0.130
H -1.3239 0.9673 2.5112 0.117
H 1.4521 -1.9387 2.9943 0.083
O -1.8899 1.1552 0.7351 -0.214
C -2.7967 0.3402 0.3830 -0.541
O -2.5318 -0.8059 -0.0243 -0.151
H -3.8451 0.6588 0.4466 0.137
N 0.2182 2.6029 -0.9211 0.021
C 0.0540 3.4943 -2.0261 -0.368
C 1.1717 4.0270 -2.6612 -0.059
C 1.0230 4.7099 -3.8553 -0.046
C -0.2329 4.8787 -4.4276 -0.258
C -1.3462 4.4012 -3.7576 -0.050
C -1.2073 3.7057 -2.5605 -0.070
S -0.3720 5.6721 -6.0293 0.391
O 0.4593 4.8254 -6.8717 -0.365
O 0.1622 7.0038 -5.8102 -0.355
O -1.7953 5.6182 -6.3193 -0.367
H -0.6000 2.5821 -0.3204 0.042
H 1.0077 2.8713 -0.3432 0.085
H 2.1585 3.8961 -2.2305 0.097
H 1.8880 5.1092 -4.3683 0.121
H -2.3182 4.5590 -4.2049 0.110
H -2.0797 3.3012 -2.0568 0.111
```

=====

| no. | DFT total energy (hartree) |
| --- | --- |
| 1 | -7455.4049 |
| 2 | -1169.3551 |
| 3 | -2740.8519 |